No. 1
Density functional theory data (ωB97M-V with the def2-TZVPD basis set) for 2 unconnected molecules or ions with the total composition C6H7N4O in a non-equilibrium geometry.

As for the charge: -1. Its maximum force is 4.63 eV/Å. Its gap between HOMO and LUMO is 5.5 eV.

Last columns: bonded neighbours and bond lengths (Å).
CARTESIAN COORDINATES (ANGSTROEM)
1 C 2.39 -0.75 0.12  C2 1.420, C3 1.414, H12 1.111
2 C 2.25 0.65 -0.05  C1 1.420, C4 1.393, H13 1.033
3 C 1.25 -1.55 0.39  C1 1.414, N7 1.370, H14 1.032
4 C 0.98 1.22 -0.14  C2 1.393, C5 1.412, N8 1.331
5 C -0.15 0.40 0.07  C4 1.412, N7 1.348, N9 1.317
6 C -3.38 -0.45 0.09  N10 1.168, O11 1.187
7 N 0.04 -0.91 0.34  C3 1.370, C5 1.348, H15 1.003
8 N 0.80 2.54 -0.10  C4 1.331, H16 1.116
9 N -1.40 0.75 -0.16  C5 1.317, H17 0.944
10 N -3.10 -1.39 -0.53  C6 1.168, H18 0.963
11 O -3.78 0.32 0.90  C6 1.187
12 H 3.41 -1.18 0.07  C1 1.111
13 H 3.02 1.26 -0.36  C2 1.033
14 H 1.36 -2.48 0.83  C3 1.032
15 H -0.84 -1.40 0.35  N7 1.003
16 H 1.76 3.11 -0.12  N8 1.116
17 H -1.59 1.66 -0.28  N9 0.944
18 H -3.01 -1.79 -1.41  N10 0.963

Atom charges from the Löwdin analysis, given in e for atoms 1 to 2:
1 C -0.1427
2 C -0.1199

No. 2
Density functional theory data (ωB97M-V with the def2-TZVPD basis set) for C5H10NO2 in the gas phase in a non-equilibrium geometry.

Its spin multiplicity is 2. Its expectation value of S² is 0.758. Its maximum force is 4.57 eV/Å. Its gap between HOMO and LUMO (spin up / spin down) is 10.9 / 6.4 eV.

Last columns: bonded neighbours and bond lengths (Å).
CARTESIAN COORDINATES (ANGSTROEM)
1 C -2.46 0.21 -0.48  C2 1.549, H9 1.175, H10 1.180, H11 1.086
2 C -1.39 -0.35 0.48  C1 1.549, N3 1.431, H12 1.214, H13 1.059
3 N -0.15 0.36 0.54  C2 1.431, C5 1.488, H14 1.019
4 C 2.21 0.45 0.85  C5 1.517, H15 1.105, H16 1.054, H17 1.043
5 C 1.10 -0.41 0.28  N3 1.488, C4 1.517, C6 1.573, H18 1.176
6 C 1.21 -0.57 -1.28  C5 1.573, O7 1.241, O8 1.257
7 O 1.95 -1.52 -1.57  C6 1.241
8 O 0.66 0.36 -1.92  C6 1.257
9 H -2.02 0.36 -1.56  C1 1.175
10 H -2.98 1.24 -0.21  C1 1.180
11 H -3.40 -0.34 -0.53  C1 1.086
12 H -1.91 -0.22 1.57  C2 1.214
13 H -1.34 -1.35 0.15  C2 1.059
14 H -0.17 1.20 -0.03  N3 1.019
15 H 3.17 0.09 0.43  C4 1.105
16 H 2.10 1.48 0.65  C4 1.054
17 H 2.30 0.48 1.89  C4 1.043
18 H 1.11 -1.48 0.77  C5 1.176

Atom charges from the Löwdin analysis, given in e for atoms 1 to 2:
1 C -0.1216
2 C -0.2702

Summary of energy relative to the best compared isomer or geometry (same formula, charge and spin) in kJ/mol
0.0; 126.5
(order as listed above)